--- a ---
Here is a 2-piece molecular cluster, C4H13NS overall from the OMol25 dataset. Energies are from ωB97M-V with the def2-TZVPD basis set.

```
19
Properties=species:S:1:pos:R:3:mulliken_charge:R:1
S 2.172 -0.105 -0.851 -0.178
N 0.211 0.563 1.478 -0.600
C 1.910 1.079 -2.233 -0.789
C -0.953 -0.275 1.061 0.441
C -1.535 0.192 -0.263 -1.226
C -0.648 -1.761 1.097 -1.252
H 1.026 0.833 -2.819 0.256
H 1.130 0.371 -0.090 0.157
H -1.521 -2.344 0.804 0.377
H -1.742 -0.066 1.801 0.254
H -0.296 -2.070 2.082 0.358
H -0.783 0.075 -1.052 0.215
H 0.132 -2.012 0.372 0.250
H -2.369 -0.466 -0.505 0.384
H 0.658 0.160 2.295 0.190
H 1.829 2.088 -1.834 0.266
H -0.175 1.440 1.813 0.242
H 2.789 1.058 -2.873 0.319
H -1.833 1.240 -0.285 0.335
```

The HOMO energy is -0.30614 Ha. The structure (SMILES) is CC(C)N.CS. The value obtained for the frontier orbital gap is 9.27 eV.

--- b ---
Here is a 2-piece molecular cluster, C4H13NS overall from the OMol25 dataset. Energies are from ωB97M-V with the def2-TZVPD basis set.

```
19
Properties=species:S:1:pos:R:3:mulliken_charge:R:1
S -1.482 -0.071 -0.960 -0.191
N 1.902 0.695 -0.198 -0.561
C -3.452 1.324 0.378 -1.133
C 2.340 -0.607 0.353 -0.326
C 2.337 -1.697 -0.699 -0.991
C -2.222 0.465 0.595 -0.285
H 3.141 -1.613 -1.427 0.294
H -1.510 1.117 1.103 0.286
H -2.438 -0.354 1.278 0.322
H 2.316 -2.697 -0.258 0.329
H -3.943 1.505 1.332 0.327
H 3.303 -0.454 0.842 0.356
H 1.378 -1.677 -1.226 0.290
H -3.257 2.285 -0.096 0.331
H 2.667 1.358 -0.157 0.256
H -4.236 0.854 -0.227 0.316
H -0.202 -0.156 -0.613 -0.050
H 1.697 0.603 -1.186 0.222
H 1.662 -0.881 1.166 0.207
```

The HOMO energy is -0.32207 Ha. The structure (SMILES) is CCN.CCS. The value obtained for the frontier orbital gap is 9.80 eV.

--- c ---
Here is a 2-piece molecular cluster, C4H13NS overall from the OMol25 dataset. Energies are from ωB97M-V with the def2-TZVPD basis set.

```
19
Properties=species:S:1:pos:R:3:mulliken_charge:R:1
S -0.614 0.975 2.180 -0.221
N 0.112 1.522 -1.184 -0.568
C 0.210 -0.850 -1.810 -0.241
C 1.022 -2.139 -1.765 -1.236
C 0.949 0.315 -1.186 -0.438
C -1.263 -0.664 1.733 -0.659
H -1.698 -1.074 2.637 0.329
H 0.684 2.339 -0.983 0.213
H 1.907 0.483 -1.689 0.387
H -0.266 1.679 -2.112 0.206
H 1.998 -1.988 -2.218 0.321
H 1.182 0.090 -0.142 0.206
H 1.168 -2.485 -0.744 0.298
H -0.579 1.460 0.928 0.110
H -0.727 -0.982 -1.266 0.148
H -2.055 -0.540 1.006 0.247
H 0.516 -2.942 -2.303 0.351
H -0.066 -0.623 -2.844 0.385
H -0.491 -1.333 1.364 0.161
```

The HOMO energy is -0.31864 Ha. The structure (SMILES) is CCCN.CS. The value obtained for the frontier orbital gap is 9.71 eV.

--- d ---
Here is a 2-piece molecular cluster, C4H13NS overall from the OMol25 dataset. Energies are from ωB97M-V with the def2-TZVPD basis set.

```
19
Properties=species:S:1:pos:R:3:mulliken_charge:R:1
S -0.368 -2.445 -2.302 -0.076
N 0.375 0.741 1.198 -0.274
C 0.707 1.799 0.250 -0.870
C -0.255 1.228 2.450 -0.728
C 0.994 -2.225 -1.063 -0.752
C -1.367 -1.014 -1.694 -0.771
H 1.460 2.421 0.468 0.372
H -2.182 -0.994 -2.358 0.363
H 1.569 -1.251 -1.432 0.191
H 0.918 1.344 -0.827 0.195
H -1.737 -1.194 -0.700 0.255
H -0.843 -0.047 -1.767 0.194
H -0.242 2.412 0.120 0.329
H -0.210 0.031 0.662 0.188
H 0.735 -2.135 -0.046 0.279
H 1.647 -3.009 -1.251 0.350
H -0.773 2.233 2.145 0.221
H 0.540 1.527 3.234 0.202
H -0.967 0.578 2.914 0.332
```

The HOMO energy is -0.31761 Ha. The structure (SMILES) is CNC.CSC. The value obtained for the frontier orbital gap is 9.54 eV.

Going by the energies, c is most stable and the next is 0.0069 hartree up.

--- a ---
Here is a 2-piece molecular cluster, C2H6O3S overall from the OMol25 dataset. Energies are from ωB97M-V with the def2-TZVPD basis set.

```
12
Properties=species:S:1:pos:R:3:mulliken_charge:R:1
S -1.936 -1.077 0.110 -0.182
O 1.837 -0.019 0.808 -0.481
O 0.896 -1.253 -0.857 -0.538
O -1.437 1.594 -0.030 -0.480
C -1.003 0.369 0.446 -0.252
C 1.043 0.042 -0.211 0.103
H 2.436 0.678 1.022 0.341
H -0.828 0.555 1.434 0.349
H 1.117 -1.856 -0.119 0.293
H -1.073 -1.188 -0.834 0.163
H -2.081 1.408 -0.729 0.332
H 1.029 0.746 -1.039 0.352
```

The HOMO energy is -0.28678 Ha. The value obtained for the frontier orbital gap is 8.30 eV.

--- b ---
Here is one molecule with the formula C2H6O3S from the OMol25 dataset. Energies are from ωB97M-V with the def2-TZVPD basis set.

```
12
Properties=species:S:1:pos:R:3:mulliken_charge:R:1
S 0.112 -0.237 -1.181 0.979
O 1.445 -0.525 -1.734 -0.614
O 0.931 -1.257 1.126 -0.506
O -1.196 -0.283 -2.175 -0.636
C -0.161 -1.466 0.265 -0.511
C 0.252 1.380 -0.310 -0.821
H -1.132 -1.399 0.653 0.388
H 0.076 1.119 0.776 0.312
H 1.735 -1.075 0.464 0.397
H -0.080 -2.383 -0.188 0.372
H 1.256 1.702 -0.381 0.334
H -0.458 2.159 -0.775 0.308
```

The HOMO energy is -0.38075 Ha. The structure (SMILES) is CS(=O)(=O)CO. The value obtained for the frontier orbital gap is 10.88 eV.

Going by the energies, b is most stable and the next is 0.0217 hartree up.